No. 1
12
Properties=species:S:1:pos:R:3 method="wB97M-V/def2-TZVPD" e_lumo_ev=0.575 total_energy_ev=-25346.9806 gap_ev=9.667 total_charge=0
C -0.621 -1.944 -0.428
N -1.548 -1.380 0.190
H 0.224 -2.390 0.114
H -0.422 -2.008 -1.507
H -2.228 -0.921 -0.415
C 1.173 0.807 1.102
S 1.324 1.993 -0.289
S -0.522 2.516 -0.898
H 1.218 1.400 2.003
H 1.942 0.075 0.918
H 0.265 0.266 1.047
H -0.805 1.588 -1.836

=====

No. 2
112
Properties=species:S:1:pos:R:3 method="wB97M-V/def2-TZVPD" e_lumo_ev="-1.765 / -7.503" multiplicity=2 total_energy_ev=-85815.3035 gap_ev="9.036 / 3.297" total_charge=+1
C 14.918 27.705 19.012
O 15.723 28.534 19.178
N 13.833 27.657 19.653
N 15.172 26.682 18.257
H 13.562 28.487 20.160
H 13.110 27.022 19.346
H 14.560 25.901 18.445
H 16.116 26.645 17.900
C 24.558 25.669 15.921
O 24.320 26.853 15.644
N 23.843 24.823 16.579
N 25.646 25.120 15.416
H 24.154 23.869 16.695
H 23.007 25.160 17.035
H 25.942 24.258 15.852
H 26.376 25.754 15.126
C 13.685 28.415 15.318
O 14.879 28.151 15.459
N 12.890 27.796 14.523
N 13.096 29.448 16.006
H 11.933 28.111 14.599
H 13.262 26.874 14.345
H 12.101 29.280 16.056
H 13.710 30.029 16.559
C 15.929 31.804 16.823
O 15.928 32.084 15.644
N 16.030 30.639 17.316
N 15.902 32.737 17.755
H 15.804 29.738 16.921
H 16.244 30.480 18.290
H 15.746 33.662 17.380
H 15.618 32.621 18.717
C 16.911 27.642 12.108
O 17.077 27.509 10.942
N 15.908 28.293 12.572
N 17.633 27.064 12.966
H 15.381 28.859 11.922
H 15.667 28.343 13.552
H 18.582 26.755 12.810
H 17.501 27.303 13.939
C 21.861 24.117 21.912
O 21.839 22.897 21.787
N 21.957 24.761 23.092
N 21.625 25.082 21.071
H 22.118 24.182 23.904
H 21.987 25.766 22.993
H 21.321 25.965 21.455
H 21.503 24.825 20.102
C 15.355 23.976 15.859
O 15.535 23.483 16.943
N 15.987 25.104 15.391
N 14.441 23.547 15.019
H 16.629 25.626 15.970
H 16.014 25.410 14.429
H 13.895 22.803 15.429
H 14.513 23.794 14.042
C 21.051 28.365 14.135
O 19.992 28.840 13.672
N 21.361 27.137 13.843
N 21.844 28.914 14.988
H 22.128 26.630 14.261
H 20.863 26.613 13.138
H 22.727 28.435 15.089
H 21.594 29.822 15.354
C 18.768 27.139 17.166
O 18.023 26.321 17.478
N 18.387 28.294 16.602
N 20.064 27.094 17.345
H 19.086 29.017 16.505
H 17.378 28.277 16.560
H 20.755 27.781 17.080
H 20.313 26.207 17.757
C 19.643 32.188 13.631
O 19.433 33.342 13.572
N 20.722 31.583 13.432
N 18.781 31.242 13.808
H 20.593 30.584 13.504
H 21.616 32.002 13.221
H 17.871 31.615 14.040
H 19.001 30.257 13.817
C 20.293 23.549 18.284
O 21.036 24.562 18.272
N 19.408 23.366 17.407
N 20.172 22.567 19.183
H 19.310 23.961 16.597
H 18.820 22.566 17.595
H 19.399 21.924 19.085
H 20.662 22.634 20.064
C 20.343 31.641 17.186
O 21.276 31.070 16.733
N 19.761 31.219 18.243
N 19.996 32.862 16.952
H 19.102 31.836 18.697
H 20.324 30.550 18.749
H 19.309 33.348 17.510
H 20.073 33.198 16.002
C 22.341 28.594 19.835
O 21.523 29.264 19.319
N 23.497 28.403 19.319
N 22.123 28.033 21.051
H 23.646 28.612 18.342
H 24.185 28.035 19.960
H 22.877 27.489 21.446
H 21.362 28.458 21.563
C 17.171 23.470 20.346
O 16.647 22.434 20.517
N 18.072 24.028 21.126
N 16.943 24.212 19.320
H 18.063 23.747 22.096
H 18.609 24.782 20.723
H 16.503 23.720 18.556
H 17.615 24.961 19.242

=====

No. 3
10
Properties=species:S:1:pos:R:3 method="wB97M-V/def2-TZVPD" e_lumo_ev=0.288 total_energy_ev=-16988.1022 gap_ev=9.673 total_charge=0
C -1.262 0.152 0.750
C 0.769 0.762 -0.878
C -0.669 -1.164 0.292
H -1.615 -0.155 1.718
H -1.875 0.868 0.045
H 1.407 1.399 -1.429
H -0.706 -2.041 0.964
N 0.220 -0.114 -1.578
N -0.152 -1.363 -0.915
S 0.581 0.736 0.949

=====

No. 4
82
Properties=species:S:1:pos:R:3 method="wB97M-V/def2-TZVPD" e_lumo_ev=0.392 total_energy_ev=-62086.8819 gap_ev=8.325 total_charge=0
Be 1.875 -0.841 1.494
C -3.307 -0.204 4.722
C -4.336 0.075 3.920
C -4.610 1.431 3.341
C -4.062 1.586 1.922
C -2.604 1.416 1.721
C -1.674 1.747 2.645
C -1.926 1.973 4.104
C -2.212 0.762 5.045
C 3.432 -0.871 0.879
H -3.296 -1.142 5.297
H -5.089 -0.675 3.631
H -4.306 2.294 3.946
H -5.689 1.557 3.233
H -4.594 0.895 1.255
H -4.320 2.616 1.613
H -2.252 1.150 0.710
H -0.593 1.908 2.357
H -2.732 2.700 4.239
H -1.003 2.449 4.493
H -1.285 0.191 5.129
H -2.383 1.221 6.040
H 4.018 -1.721 1.271
H 4.028 0.021 1.137
H 3.311 -0.976 -0.213
P 0.430 -1.819 -1.408
P 1.917 0.659 -1.863
C -0.564 -0.393 -1.854
C 0.147 0.696 -2.223
C -0.254 -2.730 -2.950
C -1.242 -2.349 -3.888
C -1.544 -3.181 -4.982
C -0.841 -4.372 -5.170
C 0.167 -4.738 -4.267
C 0.457 -3.916 -3.173
C -0.710 -2.412 -0.089
C -0.379 -2.097 1.224
C -1.255 -2.464 2.236
C -2.468 -3.104 1.926
C -2.817 -3.368 0.594
C -1.944 -2.976 -0.421
C 2.474 0.998 -3.631
C 2.132 0.062 -4.630
C 2.551 0.247 -5.953
C 3.291 1.381 -6.310
C 3.584 2.342 -5.340
C 3.169 2.155 -4.014
C 2.105 2.340 -1.153
C 3.352 2.516 -0.526
C 3.644 3.722 0.097
C 2.714 4.762 0.093
C 1.492 4.594 -0.559
C 1.163 3.381 -1.176
H -1.633 -0.528 -1.963
H -0.249 1.547 -2.777
H -1.818 -1.423 -3.808
H -2.331 -2.892 -5.686
H -1.076 -5.023 -6.014
H 0.732 -5.661 -4.401
H 1.243 -4.193 -2.465
H 0.572 -1.524 1.445
H -1.040 -2.281 3.291
H -3.168 -3.414 2.703
H -3.747 -3.866 0.299
H -2.187 -3.089 -1.486
H 1.527 -0.818 -4.386
H 2.305 -0.491 -6.720
H 3.626 1.532 -7.337
H 4.142 3.245 -5.593
H 3.374 2.925 -3.268
H 4.067 1.685 -0.540
H 4.608 3.815 0.585
H 2.968 5.700 0.585
H 0.784 5.417 -0.572
H 0.191 3.275 -1.669
C 1.773 -0.583 5.834
O 1.465 -1.262 4.540
C 1.591 -0.717 3.373
O 1.599 0.505 3.110
H 1.429 0.453 5.794
H 2.859 -0.671 6.011
H 1.233 -1.157 6.596

=====

No. 5
19
Properties=species:S:1:pos:R:3 method="wB97M-V/def2-TZVPD" e_lumo_ev=4.152 total_energy_ev=-11507.7416 gap_ev=8.731 total_charge=-1
C 0.399 1.761 -0.604
O -0.932 1.653 -1.107
C 1.360 0.767 -1.260
C 2.754 0.771 -0.671
H 0.652 2.807 -0.819
H 0.435 1.509 0.468
H -1.315 0.792 -0.772
H 0.888 -0.207 -1.176
H 1.392 1.003 -2.332
H 2.674 0.590 0.409
H 3.342 -0.048 -1.079
H 3.229 1.747 -0.821
O -1.368 -0.824 -0.072
C -0.909 -1.361 0.977
O 0.262 -1.325 1.407
C -1.929 -2.064 1.867
H -1.392 -2.665 2.608
H -2.637 -1.406 2.380
H -2.535 -2.749 1.266

=====

No. 6
120
Properties=species:S:1:pos:R:3 method="wB97M-V/def2-TZVPD" e_lumo_ev="1.324 / 1.287" multiplicity=2 total_energy_ev=-83197.0095 gap_ev="1.907 / 9.267" total_charge=-1
H 1.895 2.941 -0.994
H 3.166 3.110 -1.791
O 2.716 3.516 -1.036
H -3.780 -1.215 -0.768
H -5.281 -1.054 -0.233
O -4.593 -1.656 -0.519
H -0.551 4.826 -1.886
H -1.929 5.090 -0.916
O -1.485 4.874 -1.724
H -0.001 -1.746 -1.120
H 1.591 -1.407 -1.134
O 0.761 -1.445 -1.608
H 3.287 4.610 2.770
H 4.198 4.145 1.675
O 4.144 4.838 2.364
H -0.919 -0.215 -1.935
O -1.094 0.773 -1.926
H -5.241 1.037 4.018
O -4.443 1.333 4.470
H -5.448 2.405 -2.576
H -4.825 3.816 -2.417
O -4.803 2.919 -2.062
H 1.551 2.492 -5.157
H 1.665 0.965 -5.545
O 2.161 1.761 -5.306
H -4.690 2.268 0.112
H -4.252 3.024 1.434
O -4.920 2.460 1.030
H -3.128 1.302 -3.125
H -4.118 0.947 -1.976
O -3.786 0.671 -2.830
H 1.672 0.873 -1.133
O 1.508 1.461 -0.395
H 0.839 0.285 3.767
H -0.607 -0.240 4.319
O -0.118 0.315 3.714
H 1.120 5.951 -0.808
H 1.906 5.357 -1.892
O 1.192 6.010 -1.777
H -0.866 2.363 1.017
H -0.953 1.701 2.328
O -0.398 1.710 1.543
H 1.123 -3.424 -4.338
H 0.502 -2.978 -2.823
O 0.687 -2.812 -3.751
H 4.933 0.927 -2.416
H 6.236 1.661 -2.029
O 5.559 1.613 -2.707
H -0.343 -1.170 2.293
H -0.833 -2.652 2.246
O -0.356 -2.004 2.778
H 1.066 -5.444 3.328
O 0.374 -5.858 2.793
H -1.479 -5.517 0.638
H -0.477 -6.421 -0.068
O -0.881 -5.548 -0.113
H 5.982 3.668 0.296
O 5.240 3.039 0.273
H 2.586 -1.988 6.340
H 3.216 -1.656 5.123
O 2.767 -1.183 5.840
H -0.147 -4.011 5.201
H -0.985 -2.739 5.132
O -1.055 -3.702 5.124
H -5.847 -2.410 1.596
H -5.653 -1.678 3.054
O -5.320 -1.781 2.134
H -1.952 4.407 1.115
H -1.653 4.465 2.551
O -1.888 3.789 1.877
H 3.846 -4.259 -0.077
H 3.286 -2.852 0.617
O 3.500 -3.367 -0.170
H 1.290 -2.977 3.462
H 2.822 -3.452 3.439
O 2.112 -3.070 3.957
H -0.349 1.116 -4.059
H 0.275 -0.239 -3.811
O -0.043 0.331 -4.527
H -0.265 -4.059 0.439
H 1.184 -3.677 0.278
O 0.335 -3.234 0.365
H 0.680 -0.281 -6.073
H -0.108 0.964 -6.781
O 0.449 0.203 -6.928
H 3.006 1.275 -3.743
H 2.392 0.136 -2.771
O 3.167 0.633 -3.026
H -2.274 -1.271 2.680
O -2.699 -0.621 3.222
H -2.829 -2.361 -1.889
H -2.162 -3.488 -1.139
O -1.951 -2.687 -1.645
H -0.074 -5.127 2.351
H -1.585 1.005 -1.129
H 4.790 3.463 -0.479
H -3.817 1.604 3.793
H 0.968 1.060 0.287
H -3.082 -1.043 4.003
O -3.635 0.235 1.088
H -3.926 -0.647 1.360
H -4.178 0.844 1.591
O 3.273 -2.182 -5.058
H 3.953 -2.357 -4.389
H 2.525 -2.643 -4.645
O 3.885 -4.873 -2.231
H 4.735 -4.446 -2.105
H 3.834 -5.600 -1.605
O -2.381 -4.091 1.678
H -2.712 -3.216 1.925
H -3.109 -4.665 1.961
O -0.015 3.672 -4.000
H -0.507 3.449 -3.155
H 0.361 4.498 -3.653
O 3.689 1.003 2.624
H 2.930 0.713 2.122
H 3.885 1.927 2.752
O -0.099 4.438 3.597
H 0.604 4.825 4.155
H -0.520 3.623 3.882